A cluster of 2 separate species, C26H24N2O2 in total in a non-equilibrium geometry, computed with ωB97M-V/def2-TZVPD.

Summary:
DFT total energy (eV): -34421.69528
Multiplicity: 1
Relative energy (zero: lowest compared OMol25 entry of this formula, charge and spin) (kJ/mol): 546.9
HOMO (eV): -7.730
Kohn-Sham gap (eV): 6.2
LUMO level (eV): -1.52

XYZ file:
```
54
Properties=species:S:1:pos:R:3:forces:R:3:mulliken_charge:R:1
C -3.18292 4.94378 -5.44746 -0.2 0.2 -0.4 -1.4000
C -2.81185 3.94911 -4.39482 0.1 -0.5 0.2 1.1016
C -3.55773 2.76748 -4.25721 0.1 0.4 -0.1 -0.6400
C -3.21761 1.82810 -3.30483 0.8 -0.2 0.6 -0.6780
C -2.08448 2.00659 -2.46652 -0.3 1.3 -1.0 0.6352
C -1.75219 0.99427 -1.49286 1.7 -0.2 1.7 -0.1718
C -0.55476 0.97827 -0.78267 -1.5 -0.3 -2.1 -0.1306
C -0.25589 0.04386 0.25945 -0.5 -1.7 1.5 -0.9653
C 0.69913 0.48329 1.28757 0.6 -0.2 0.1 0.7943
C 0.49365 0.18447 2.64772 0.0 0.1 -0.2 -0.3432
C 1.38112 0.65527 3.60882 -0.1 -0.1 -0.2 -0.8097
C 2.51427 1.38862 3.23683 -0.1 -0.1 -0.1 1.2429
C 3.45459 1.89906 4.28448 0.1 0.1 0.2 -1.4433
C 2.76474 1.62485 1.88505 -0.3 -0.1 0.0 -1.0426
C 1.86713 1.18330 0.91637 -0.2 0.1 0.2 -0.3354
C -1.33025 3.21135 -2.61357 -0.5 -0.9 -0.1 -0.6796
C -1.69320 4.14931 -3.57036 -0.2 0.0 -0.1 -0.7805
H -2.52816 5.81510 -5.41387 0.0 0.0 0.0 0.3475
H -3.09987 4.49080 -6.44485 0.0 0.1 0.2 0.3086
H -4.21919 5.29528 -5.35132 0.2 -0.1 0.1 0.3320
H -4.40671 2.59535 -4.92316 0.2 0.1 0.2 0.3646
H -3.79533 0.90852 -3.19759 0.1 0.2 -0.1 0.3318
H -2.54288 0.26336 -1.26393 0.4 0.3 0.0 0.4602
H 0.21969 1.69853 -1.07678 -0.4 -0.4 0.3 0.0668
H -1.05133 -0.62312 0.60054 -0.3 1.1 0.3 0.6882
H -0.39015 -0.39327 2.93760 0.3 0.2 -0.1 0.3689
H 1.20259 0.45165 4.66694 0.0 0.0 -0.3 0.3704
H 4.30456 2.40096 3.82174 0.0 0.0 0.1 0.3437
H 2.95689 2.60956 4.95554 0.1 -0.1 -0.1 0.3192
H 3.83852 1.08658 4.90656 0.0 0.0 0.0 0.3332
H 3.67301 2.15626 1.58809 -0.3 -0.2 0.1 0.2712
H 2.09198 1.35652 -0.13645 -0.1 0.0 0.4 0.2696
H -0.46473 3.38932 -1.97563 -0.3 0.0 -0.2 0.3778
H -1.10246 5.06147 -3.70197 -0.2 -0.3 0.1 0.2549
C -0.81785 -2.24467 -1.35230 0.2 0.3 -0.3 -1.0002
C 0.29391 -1.96288 -0.35694 0.1 0.5 -1.1 1.2329
C 1.44995 -1.33261 -0.89400 2.3 1.4 -1.7 -0.2830
N 2.33741 -0.69407 -1.33409 -1.8 -1.8 0.9 -0.7806
C 0.56404 -3.01096 0.62672 0.2 -0.2 2.0 0.9538
C -0.45984 -3.86738 1.14906 0.3 0.5 -0.4 -0.4574
C -0.20362 -4.78771 2.15267 0.8 -0.2 0.3 -0.7937
C 1.10422 -4.89221 2.68113 -0.6 1.5 -1.5 -0.1654
N 1.34219 -5.75082 3.78679 0.7 -2.1 2.5 0.9429
O 2.50065 -5.81911 4.25712 -2.0 0.2 -1.0 -0.5951
O 0.38664 -6.40350 4.26528 1.5 1.2 -1.0 -0.5980
C 2.14111 -4.08049 2.17884 -0.4 -0.5 0.3 -0.6420
C 1.86734 -3.13716 1.19755 -0.6 -0.3 -0.3 -0.2612
H -1.62653 -2.83362 -0.91421 0.2 0.1 -0.1 0.2958
H -1.22955 -1.28196 -1.65696 -0.1 -0.2 -0.3 0.2263
H -0.45179 -2.74670 -2.26379 -0.1 0.1 0.4 0.3093
H -1.48082 -3.80926 0.75706 0.5 0.0 0.2 0.1863
H -0.97655 -5.45937 2.53593 0.3 0.4 -0.1 0.4480
H 3.15342 -4.22693 2.55930 -0.4 0.2 0.0 0.4502
H 2.68549 -2.51244 0.83740 -0.3 -0.1 0.0 0.3682
```
Forces are in eV/Å.

***

A structure of composition C26H25As2Cl2F3NO8STi, computed with ωB97M-V/def2-TZVPD.

Summary:
DFT total energy (eV): -234035.02932
Multiplicity: 1
Relative energy (zero: lowest compared OMol25 entry of this formula, charge and spin) (kJ/mol): 83.8
HOMO (eV): -17.024
Kohn-Sham gap (eV): 6.0
Net charge: +3
LUMO level (eV): -11.02

XYZ file:
```
69
Properties=species:S:1:pos:R:3:forces:R:3:mulliken_charge:R:1
Ti 0.71034 -0.85332 0.73190 -0.2 -0.1 0.0 -0.2110
Cl -0.67665 0.06245 2.65346 0.1 -0.1 -0.1 -0.1105
C 0.47439 0.88847 3.71517 -0.1 0.0 0.0 1.0551
C 0.06095 1.32065 4.94916 0.0 0.0 0.0 -0.9287
C 1.01641 1.95034 5.74511 0.0 0.0 0.0 -0.4523
C 2.31847 2.12427 5.30727 0.0 0.0 0.0 -0.6941
C 2.70142 1.67812 4.04905 0.0 0.0 0.0 0.2422
Cl 4.30861 1.90661 3.49965 0.0 0.0 0.0 -0.1509
C 1.76540 1.04657 3.22915 0.0 0.0 -0.1 0.3193
S 2.15422 0.57102 1.59234 0.1 0.1 0.1 -0.1302
H -0.95676 1.18584 5.28925 0.0 0.0 0.0 0.4967
H 0.73095 2.31073 6.72440 0.0 0.0 0.0 0.4242
H 3.04925 2.61404 5.93643 0.0 0.0 0.0 0.4719
C 5.39520 -1.70759 1.11417 -0.1 0.0 0.0 -0.7531
O 3.99890 -1.97546 0.76918 0.1 -0.2 -0.1 0.0219
C 3.26131 -2.48100 1.75319 -0.1 0.4 0.0 -0.3374
O 3.62599 -2.70756 2.86850 0.0 -0.2 0.0 -0.4943
C 1.79729 -2.56413 1.36125 0.2 0.3 0.5 1.4134
C 0.99875 -3.52346 1.91647 0.0 -0.2 -0.1 -1.1102
As 1.67700 -5.33347 2.41486 0.0 0.0 0.0 0.3864
C 0.51010 -5.92967 3.85240 0.0 0.0 0.0 -1.1656
C 0.61357 -5.88901 0.82897 0.2 -0.1 0.2 0.3681
C 0.73469 -5.22857 -0.32253 -0.2 0.2 -0.1 -0.0015
As 1.58314 -3.55396 -0.78364 -0.2 -0.1 -0.4 1.7479
C 3.35419 -4.16759 -1.25219 0.1 0.0 0.1 -1.1376
C 0.18084 -5.72366 -1.61321 0.3 -0.1 0.0 -0.1123
O -0.38874 -6.73954 -1.83265 -0.1 0.1 0.0 -0.4980
O 0.57959 -4.81020 -2.54930 -0.1 0.1 0.0 -0.5945
C 0.30539 -5.13060 -3.95453 0.0 0.0 0.1 -0.7785
C -0.42349 -6.97415 1.01198 -0.1 -0.1 0.0 0.2566
O -1.52209 -6.56635 1.28582 0.0 0.0 0.0 -0.5072
O -0.10179 -8.23926 1.00088 0.1 0.0 0.0 -0.3095
C 1.17897 -8.66500 0.47812 -0.1 0.0 0.0 -0.4916
C -0.45429 -3.22440 1.72007 0.2 0.1 0.1 1.6245
O -0.74142 -2.23647 0.97523 -0.1 0.2 -0.1 -0.7012
O -1.29231 -3.92814 2.34317 -0.2 -0.1 -0.1 -0.1169
C -2.75653 -3.80011 2.14194 0.1 0.0 0.0 -0.6965
H 5.85538 -1.34456 0.20278 0.0 0.0 0.0 0.2800
H 5.86810 -2.62345 1.45623 0.0 0.0 0.0 0.3371
H 5.42752 -0.95613 1.89782 0.0 0.0 0.0 0.2632
H 0.72947 -5.32521 4.73131 0.0 0.0 0.0 0.4069
H 0.80672 -6.95578 4.06888 0.0 0.0 0.0 0.4348
H -0.54314 -5.89291 3.59821 0.0 0.0 0.0 0.3875
H 3.81049 -4.70393 -0.42120 0.0 0.0 0.0 0.3942
H 3.97459 -3.33520 -1.56357 0.0 0.0 0.0 0.3496
H 3.20523 -4.86556 -2.07758 0.0 0.0 0.0 0.4564
H 0.71839 -4.30988 -4.52897 0.0 0.0 0.0 0.3385
H -0.76876 -5.20986 -4.08741 0.0 0.0 0.0 0.3217
H 0.78992 -6.07039 -4.20189 0.0 0.0 0.0 0.3339
H 1.22347 -9.73097 0.66600 0.0 0.0 0.0 0.3369
H 1.99888 -8.17408 1.00282 0.0 0.0 0.0 0.2580
H 1.21869 -8.47519 -0.59187 0.0 0.0 0.0 0.2111
H -3.02195 -4.59504 1.45269 0.0 0.0 0.0 0.2936
H -2.98833 -2.81352 1.75917 0.0 0.0 0.0 0.3761
H -3.18603 -3.97140 3.12107 0.0 0.0 0.0 0.2795
F -0.37367 1.76089 -5.62191 0.2 -0.1 0.0 -0.2347
C 0.79371 1.23769 -5.26212 0.0 0.0 -0.1 0.7691
F 1.76469 2.12407 -5.47180 -0.2 -0.1 0.0 -0.2269
F 1.03369 0.14684 -6.00521 0.0 0.2 0.1 -0.2139
C 0.76990 0.81697 -3.79644 0.0 0.0 0.0 0.2713
C 1.97176 0.64061 -3.11777 0.0 0.1 0.0 -0.9590
C 1.93269 0.22877 -1.80651 -0.1 -0.1 -0.1 -0.1646
N 0.76527 -0.04261 -1.18459 0.0 -0.2 0.0 0.3165
C -0.39520 0.13139 -1.84423 0.0 0.0 0.0 -0.2975
C -0.43285 0.57306 -3.15035 0.0 0.0 0.0 -0.8871
H 2.91893 0.84924 -3.59633 0.0 0.0 0.0 0.5275
H 2.84056 0.10256 -1.22850 0.0 0.0 0.0 0.5317
H -1.31113 -0.08860 -1.30638 0.0 0.0 0.0 0.6054
H -1.37999 0.72205 -3.64985 0.0 0.0 0.0 0.5587
```
Forces are in eV/Å.

***

A structure of composition C26H25AsNO4OsS4Sb in a non-equilibrium geometry, computed with ωB97M-V/def2-TZVPD.

Summary:
DFT total energy (eV): -150221.71487
Multiplicity: 2
HOMO (spin up / spin down) (eV): -10.279 / -10.133
Kohn-Sham gap (spin up / spin down) (eV): 5.2 / 4.8
Net charge: +1
LUMO level (spin up / spin down) (eV): -5.06 / -5.37

XYZ file:
```
63
Properties=species:S:1:pos:R:3:forces:R:3:mulliken_charge:R:1
Os 1.26827 -1.88230 0.75808 0.8 0.7 2.2 1.8846
S 3.98547 0.18930 3.76408 -0.5 -1.1 -0.2 -0.4763
Sb 3.56327 -2.07540 3.41518 1.0 0.9 0.5 0.4543
S 3.50297 -2.09450 0.86028 -1.4 0.0 0.0 -0.2312
S 1.12777 -1.91550 3.40618 0.1 0.4 -2.7 -0.1252
O 1.26647 0.19020 0.87548 -0.7 -1.3 0.6 -0.5766
As 1.78547 1.04960 -0.47352 0.4 1.1 -0.8 1.1648
C 0.67077 0.48490 -1.96762 0.5 0.3 0.4 0.6286
C 0.61007 -0.86380 -2.29582 0.0 0.0 0.3 -0.0692
C -0.21263 -1.28480 -3.32612 0.1 -0.2 0.0 -1.0957
C -0.96483 -0.35960 -4.03332 0.0 0.1 0.0 -0.6282
C -0.91233 0.98440 -3.70012 0.0 0.0 0.0 -0.6757
C -0.09713 1.41170 -2.66332 0.2 0.2 0.1 -0.4126
C 3.67187 0.65420 -0.68382 -0.6 0.2 -0.1 0.0108
C 4.17687 -0.05820 -1.76132 -0.2 0.1 -0.2 -0.0409
C 5.51187 -0.42990 -1.75332 -0.1 -0.1 -0.1 -0.6776
C 6.31587 -0.11810 -0.66812 0.0 0.0 0.0 -0.4903
C 5.80737 0.60530 0.40038 0.0 0.0 0.0 -0.8525
C 4.47987 0.99590 0.39508 -0.3 0.2 0.2 -0.4588
C 1.51147 2.93570 -0.06402 0.1 -0.5 -0.2 0.0154
C 0.23387 3.36610 0.28088 -0.1 -0.3 0.0 -0.3816
C 0.01847 4.69880 0.59088 -0.1 -0.1 0.0 -0.7379
C 1.07297 5.59720 0.56908 0.1 0.0 0.0 -0.4728
C 2.34307 5.16770 0.22158 0.0 0.0 0.0 -0.6526
C 2.56787 3.83870 -0.10172 0.2 -0.2 -0.1 -0.2987
H 1.20917 -1.60130 -1.74862 0.1 0.0 -0.1 0.4959
H -0.25713 -2.33140 -3.58472 0.0 -0.1 0.0 0.4677
H -1.58903 -0.68600 -4.85172 -0.1 0.0 0.0 0.4454
H -1.50153 1.70240 -4.25092 0.0 0.0 0.0 0.4509
H -0.04773 2.46300 -2.39512 0.0 -0.1 -0.1 0.4336
H 3.53397 -0.32390 -2.59392 0.1 0.0 0.0 0.4326
H 5.92067 -0.97310 -2.59132 0.0 -0.1 -0.1 0.4261
H 7.34427 -0.44880 -0.65002 0.1 0.0 0.0 0.4269
H 6.43207 0.85970 1.24318 0.0 0.0 0.1 0.4365
H 4.05087 1.52960 1.23918 0.2 -0.1 0.0 0.5903
H -0.58103 2.64810 0.31608 0.0 0.1 0.0 0.5342
H -0.97233 5.03660 0.85038 -0.1 0.0 0.1 0.4110
H 0.90717 6.63320 0.82428 0.0 0.1 0.0 0.4087
H 3.16307 5.86820 0.20118 0.1 0.1 0.0 0.4200
H 3.56327 3.50590 -0.37902 -0.1 0.1 0.0 0.3976
C -7.50183 -1.01220 0.28618 -0.1 0.1 -0.1 -1.4651
C -6.03863 -1.03860 0.57758 0.1 0.1 0.1 0.8749
C -5.15883 -1.72910 -0.25142 0.1 0.1 0.1 -0.6819
C -3.81663 -1.82780 0.07038 0.2 -0.1 -0.1 -0.5732
C -3.35923 -1.22150 1.22748 0.4 0.2 0.2 0.4332
C -4.20173 -0.46500 2.02838 0.2 0.0 0.0 -0.5782
C -5.54073 -0.37610 1.69798 0.0 -0.1 -0.1 -0.6337
S -1.69233 -1.50620 1.84648 -1.7 -0.7 0.6 0.1878
C -2.05573 -3.18450 2.46208 0.4 0.3 0.0 -0.9198
O -0.87473 -1.77950 0.59808 1.3 -0.1 -1.0 -0.6052
H -7.76613 -1.77460 -0.43972 -0.1 0.0 -0.1 0.3714
H -7.79723 -0.04210 -0.11002 -0.1 0.1 -0.1 0.3103
H -8.07523 -1.18140 1.19478 -0.1 0.0 0.0 0.3792
H -5.53793 -2.21520 -1.13902 0.0 0.0 -0.1 0.3627
H -3.12863 -2.38040 -0.55602 0.0 0.0 0.0 0.4116
H -3.81243 0.02170 2.91118 0.0 0.1 0.1 0.4540
H -6.21363 0.19140 2.32408 0.0 0.0 0.1 0.4205
H -2.58593 -3.75530 1.70378 0.0 0.1 -0.1 0.3479
H -2.65593 -3.08270 3.35878 -0.1 0.0 0.1 0.4328
H -1.11123 -3.66320 2.70738 0.1 0.0 0.0 0.3304
O 1.99837 -4.32440 2.22498 -0.5 -0.1 -0.9 -0.3146
N 1.41507 -4.72320 1.23168 0.9 -2.6 1.6 0.2794
O 1.03037 -3.89970 0.37128 -0.6 2.6 -0.3 -0.4064
```
Forces are in eV/Å.